# 1
{
  "formula": "C29H26ClIMnN4O5S",
  "method": "ωB97M-V with the def2-TZVPD basis set",
  "elements": ["Mn", "C", "C", "N", "C", "C", "C", "O", "C", "C", "N", "C", "C", "C", "C", "C", "C", "I", "C", "O", "H", "H", "H", "H", "H", "H", "H", "H", "H", "H", "H", "H", "C", "C", "C", "C", "Cl", "C", "C", "C", "O", "C", "C", "O", "O", "H", "H", "H", "H", "H", "H", "H", "H", "N", "C", "S", "C", "C", "C", "N", "C", "C", "H", "H", "H", "H", "H", "H"],
  "coordinates": [[0.727, 0.713, -1.274], [4.865, -0.307, -2.395], [4.665, 0.672, -1.283], [5.691, 0.953, -0.504], [5.554, 1.814, 0.505], [4.381, 2.477, 0.795], [4.300, 3.444, 1.947], [3.157, 3.224, 2.768], [3.264, 2.194, -0.015], [2.035, 2.915, 0.182], [0.889, 2.559, -0.294], [-0.243, 3.400, -0.121], [-0.523, 3.994, 1.102], [-1.641, 4.802, 1.231], [-2.485, 5.011, 0.149], [-2.218, 4.411, -1.074], [-1.096, 3.609, -1.203], [-0.671, 2.687, -3.029], [3.403, 1.272, -1.064], [2.410, 0.959, -1.881], [5.881, -0.223, -2.770], [4.154, -0.147, -3.202], [4.729, -1.327, -2.028], [6.435, 1.978, 1.115], [4.213, 4.471, 1.583], [5.221, 3.392, 2.530], [3.322, 2.460, 3.331], [2.093, 3.846, 0.741], [0.128, 3.813, 1.949], [-1.856, 5.267, 2.183], [-3.361, 5.635, 0.256], [-2.879, 4.567, -1.915], [-0.708, -5.259, -1.694], [-1.201, -4.597, -0.443], [-2.495, -4.785, 0.019], [-2.925, -4.180, 1.193], [-4.526, -4.500, 1.787], [-2.085, -3.350, 1.907], [-0.783, -3.154, 1.463], [-0.339, -3.794, 0.315], [0.960, -3.757, -0.131], [1.778, -2.712, 0.328], [1.336, -1.379, -0.234], [1.361, -0.333, 0.469], [0.950, -1.306, -1.444], [-1.535, -5.697, -2.249], [0.003, -6.052, -1.459], [-0.186, -4.546, -2.331], [-3.167, -5.436, -0.525], [-2.430, -2.884, 2.819], [-0.127, -2.527, 2.048], [2.783, -2.922, -0.043], [1.835, -2.644, 1.416], [-5.693, -1.896, -0.108], [-5.150, -0.843, 0.517], [-5.938, 0.082, 1.613], [-3.753, -0.514, 0.096], [-3.291, -0.793, -1.187], [-2.024, -0.383, -1.549], [-1.215, 0.263, -0.703], [-1.635, 0.492, 0.549], [-2.893, 0.132, 0.978], [-6.620, -2.182, 0.166], [-5.131, -2.555, -0.621], [-3.909, -1.283, -1.926], [-1.640, -0.575, -2.544], [-0.933, 0.984, 1.209], [-3.218, 0.353, 1.984]],
  "nbo_charge": [1.55, -0.65, 0.20, -0.36, 0.01, -0.02, -0.10, -0.72, -0.18, 0.24, -0.57, 0.15, -0.24, -0.18, -0.19, -0.21, -0.20, 0.29, 0.32, -0.71, 0.25, 0.23, 0.23, 0.20, 0.20, 0.20, 0.48, 0.22, 0.24, 0.24, 0.24, 0.24, -0.63, -0.04, -0.23, -0.06, 0.01, -0.22, -0.31, 0.36, -0.49, -0.16, 0.76, -0.72, -0.70, 0.22, 0.24, 0.23, 0.23, 0.23, 0.23, 0.24, 0.20, -0.74, 0.06, -0.06, -0.01, -0.23, 0.08, -0.55, 0.09, -0.20, 0.42, 0.40, 0.24, 0.22, 0.22, 0.27],
  "spin_multiplicity": 5,
  "e_above_lowest_kcal_mol": 0.0,
  "charge": 1,
  "homo_lumo_gap_ha": [0.2374, 0.2612],
  "energy_ha": -4022.8864
}

***

# 2
{
  "formula": "C29H26CoN7",
  "method": "ωB97M-V with the def2-TZVPD basis set",
  "elements": ["Co", "C", "C", "C", "C", "C", "N", "C", "C", "C", "C", "C", "C", "C", "N", "C", "C", "C", "N", "C", "C", "N", "C", "C", "C", "N", "H", "H", "H", "H", "H", "H", "H", "H", "H", "H", "H", "H", "H", "H", "H", "H", "H", "H", "N", "C", "C", "C", "C", "C", "C", "C", "C", "N", "C", "H", "H", "H", "H", "H", "H", "H", "H"],
  "coordinates": [[-0.605, 0.542, 0.245], [2.708, -3.546, -4.000], [2.371, -2.547, -2.928], [2.928, -2.643, -1.650], [2.586, -1.767, -0.642], [1.682, -0.713, -0.855], [1.249, 0.119, 0.161], [2.155, 0.561, 1.111], [3.465, 0.936, 0.769], [4.341, 1.450, 1.699], [3.958, 1.658, 3.027], [4.896, 2.290, 4.018], [2.674, 1.291, 3.380], [1.804, 0.722, 2.453], [0.544, 0.248, 2.928], [0.282, -0.245, 4.154], [-1.059, -0.551, 4.211], [-1.550, -0.214, 2.952], [-0.574, 0.267, 2.181], [1.175, -0.594, -2.154], [1.486, -1.509, -3.157], [0.371, 0.532, -2.497], [0.361, 1.192, -3.672], [-0.589, 2.183, -3.591], [-1.120, 2.058, -2.306], [-0.535, 1.058, -1.653], [3.785, -3.704, -4.063], [2.358, -3.215, -4.976], [2.249, -4.515, -3.792], [3.630, -3.442, -1.439], [3.014, -1.883, 0.346], [3.778, 0.821, -0.261], [5.341, 1.727, 1.387], [5.887, 1.839, 3.961], [4.531, 2.176, 5.038], [5.011, 3.358, 3.823], [2.333, 1.450, 4.397], [1.065, -0.358, 4.882], [-1.599, -0.964, 5.044], [-2.551, -0.301, 2.564], [1.030, -1.396, -4.134], [1.043, 0.924, -4.460], [-0.849, 2.902, -4.347], [-1.881, 2.649, -1.826], [-1.479, -1.419, -0.247], [-2.870, -1.182, -0.544], [-3.698, -2.111, -1.106], [-5.059, -1.819, -1.341], [-5.579, -0.609, -0.989], [-4.750, 0.379, -0.408], [-5.223, 1.651, -0.011], [-4.358, 2.551, 0.541], [-3.003, 2.200, 0.669], [-2.526, 1.033, 0.300], [-3.384, 0.097, -0.211], [-1.381, -2.042, 0.550], [-1.003, -1.856, -1.031], [-3.306, -3.088, -1.363], [-5.691, -2.573, -1.790], [-6.627, -0.387, -1.148], [-6.269, 1.894, -0.145], [-4.685, 3.528, 0.867], [-2.288, 2.905, 1.077]],
  "nbo_charge": [1.06, -0.63, -0.04, -0.18, -0.23, 0.14, -0.69, 0.14, -0.23, -0.18, -0.03, -0.63, -0.22, 0.12, -0.13, 0.00, -0.32, -0.03, -0.32, 0.11, -0.23, -0.15, -0.01, -0.31, -0.02, -0.32, 0.23, 0.22, 0.22, 0.22, 0.23, 0.22, 0.22, 0.23, 0.22, 0.23, 0.21, 0.24, 0.25, 0.22, 0.22, 0.24, 0.25, 0.22, -0.87, 0.11, -0.18, -0.19, -0.17, -0.11, -0.09, -0.26, 0.09, -0.49, 0.21, 0.40, 0.41, 0.23, 0.24, 0.23, 0.23, 0.24, 0.22],
  "spin_multiplicity": 2,
  "e_above_lowest_kcal_mol": 0.0,
  "charge": 1,
  "homo_lumo_gap_ha": [0.2269, 0.2262],
  "energy_ha": -2886.6420
}

***

# 3
{
  "formula": "C29H26CrN9OS2",
  "method": "ωB97M-V with the def2-TZVPD basis set",
  "elements": ["Cr", "S", "C", "C", "C", "C", "C", "N", "H", "H", "H", "H", "N", "C", "N", "C", "N", "C", "C", "N", "C", "C", "N", "H", "H", "H", "H", "H", "C", "C", "C", "C", "C", "C", "C", "S", "C", "O", "H", "H", "H", "H", "H", "H", "H", "H", "H", "H", "N", "C", "C", "C", "C", "C", "C", "C", "N", "C", "C", "N", "C", "H", "H", "H", "H", "H", "H", "H"],
  "coordinates": [[-0.022, -0.288, -0.135], [0.363, -0.165, 2.204], [1.983, -0.126, 1.580], [3.160, -0.041, 2.319], [4.356, 0.024, 1.631], [4.353, 0.002, 0.235], [3.150, -0.113, -0.424], [1.985, -0.187, 0.235], [3.111, -0.030, 3.398], [5.293, 0.092, 2.167], [5.275, 0.066, -0.324], [3.104, -0.150, -1.505], [-0.584, -0.051, -4.359], [0.342, -0.205, -3.409], [-0.266, -0.309, -2.246], [-1.600, -0.212, -2.559], [-1.816, -0.057, -3.838], [-2.576, -0.324, -1.491], [-3.952, -0.412, -1.674], [-4.772, -0.566, -0.646], [-4.234, -0.611, 0.567], [-2.867, -0.500, 0.769], [-2.031, -0.372, -0.263], [-0.465, 0.048, -5.357], [1.403, -0.239, -3.588], [-4.382, -0.366, -2.667], [-4.913, -0.742, 1.400], [-2.433, -0.496, 1.761], [-5.898, 3.091, 2.245], [-4.441, 2.984, 1.911], [-3.483, 2.808, 2.909], [-2.131, 2.759, 2.603], [-1.735, 2.895, 1.281], [-2.670, 3.050, 0.264], [-4.013, 3.093, 0.584], [-0.003, 2.744, 0.867], [0.247, 4.296, -0.011], [0.008, 1.716, -0.287], [-6.077, 2.924, 3.304], [-6.491, 2.384, 1.662], [-6.262, 4.089, 1.996], [-3.799, 2.706, 3.939], [-1.394, 2.623, 3.384], [-2.347, 3.154, -0.765], [-4.744, 3.219, -0.206], [-0.553, 4.478, -0.725], [1.209, 4.225, -0.515], [0.278, 5.086, 0.738], [4.877, -9.524, -2.062], [4.178, -8.664, -1.762], [3.321, -7.579, -1.389], [3.769, -6.267, -1.525], [2.958, -5.216, -1.147], [1.686, -5.461, -0.640], [1.235, -6.769, -0.510], [2.049, -7.824, -0.880], [0.837, -4.371, -0.272], [-0.385, -4.456, 0.358], [-0.855, -3.190, 0.470], [0.058, -2.320, -0.083], [1.060, -3.069, -0.517], [4.756, -6.078, -1.922], [3.338, -4.208, -1.240], [0.250, -6.986, -0.123], [1.698, -8.841, -0.777], [-0.826, -5.377, 0.690], [-1.778, -2.862, 0.910], [1.935, -2.674, -1.000]],
  "nbo_charge": [1.02, 0.01, 0.07, -0.24, -0.11, -0.25, 0.06, -0.51, 0.25, 0.25, 0.25, 0.20, -0.30, 0.25, -0.52, 0.29, -0.19, 0.11, 0.06, -0.32, 0.04, 0.02, -0.42, 0.45, 0.24, 0.24, 0.23, 0.23, -0.64, 0.04, -0.21, -0.21, -0.22, -0.23, -0.20, 1.27, -0.79, -0.95, 0.23, 0.23, 0.25, 0.24, 0.24, 0.23, 0.23, 0.25, 0.26, 0.26, -0.22, 0.24, -0.14, -0.12, -0.25, 0.22, -0.23, -0.13, -0.33, -0.04, -0.06, -0.49, 0.23, 0.25, 0.21, 0.23, 0.25, 0.25, 0.23, 0.22],
  "spin_multiplicity": 2,
  "e_above_lowest_kcal_mol": 0.0,
  "charge": 2,
  "homo_lumo_gap_ha": [0.2437, 0.2695],
  "energy_ha": -3529.1374
}

***

Which of these has the highest charge?
C29H26CrN9OS2

***

Number 1 is which compound?
C29H26ClIMnN4O5S